Here is a structure of composition C25H19Br4GeKO3S from OMol25. Energies are from ωB97M-V/def2-TZVPD.

```
54
Properties=species:S:1:pos:R:3
K 0.0011 -0.1343 0.2555
Br 3.8690 -0.1409 6.1206
C 3.3195 -0.1394 4.3329
C 4.2497 0.3193 3.3036
Br 5.9493 0.9139 3.8233
C 3.8930 0.3240 1.9952
Br 5.0129 0.9273 0.6110
C 2.5813 -0.1496 1.5530
O 2.2495 -0.1727 0.3548
C 1.6080 -0.5862 2.6153
O 0.4612 -0.9343 2.3023
C 2.0701 -0.5565 4.0091
Br 0.8131 -1.1359 5.2749
Ge -3.1840 0.3472 0.6005
C -4.1383 1.8222 -0.1747
C -5.0317 1.7335 -1.2471
C -5.6281 2.8727 -1.7796
C -5.3421 4.1256 -1.2546
C -4.4567 4.2352 -0.1886
C -3.8613 3.0975 0.3410
C -4.1115 -1.3192 0.7316
C -3.9049 -2.0776 1.8949
C -4.4954 -3.3247 2.0600
C -5.3042 -3.8486 1.0603
C -5.5113 -3.1221 -0.1063
C -4.9170 -1.8772 -0.2705
H -2.7443 0.7593 2.0258
H -5.2766 0.7734 -1.6837
H -6.3201 2.7757 -2.6076
H -5.8093 5.0124 -1.6676
H -4.2251 5.2063 0.2345
H -3.1712 3.2111 1.1702
H -3.2754 -1.6939 2.6912
H -4.3216 -3.8858 2.9698
H -5.7647 -4.8205 1.1891
H -6.1344 -3.5288 -0.8935
H -5.0844 -1.3495 -1.2013
C 1.4344 2.8312 -1.0940
S -0.3329 2.9518 -1.2154
O -0.8456 1.9558 -0.1967
C -0.5583 4.5448 -0.5324
C -0.3601 4.7103 0.8359
C -0.5954 5.9562 1.3881
C -1.0180 7.0097 0.5776
C -1.2190 6.8217 -0.7805
C -0.9999 5.5699 -1.3486
H 1.7221 2.9325 -0.0446
H 1.8663 3.6303 -1.6990
H 1.7535 1.8584 -1.4696
H -0.0609 3.8685 1.4490
H -0.4542 6.1072 2.4506
H -1.1991 7.9811 1.0203
H -1.5636 7.6407 -1.3984
H -1.1828 5.3921 -2.4023
```

The orbital gap (alpha / beta) comes out at 6.0798 / 6.1310 eV. The calculation puts the HOMO energy (alpha / beta) at -7.049 / -7.154 eV.